[1]
3 unconnected molecules or ions with the total composition C3H14N3O2, computed with wB97M-V/def2-TZVPD.

Geometry as ORCA input:
```
! wB97M-V def2-TZVPD RIJCOSX def2/J DEFGRID3
* xyz 1 1
C 0.40916 2.08510 2.63343
C 0.22997 1.49069 1.25872
N -0.55919 0.23446 1.37808
C -0.70012 -0.67159 0.39648
N -1.70039 -1.56574 0.51861
N 0.15339 -0.68137 -0.60141
H 1.45249 2.16585 2.92886
H -0.05160 1.53114 3.44945
H 0.00481 3.09762 2.63449
H -0.36638 2.04992 0.53204
H 1.15720 1.28357 0.72609
H -1.28589 0.24151 2.07658
H -2.04103 -1.84968 1.41911
H -1.76126 -2.24538 -0.21479
H 0.27753 -1.50255 -1.22983
H 0.61000 0.15516 -0.91797
H 0.03645 0.82101 -3.48784
H -0.97126 1.47155 -2.55795
O -0.04008 1.22400 -2.61935
H 2.32580 -1.40644 -2.41913
H 2.21993 -2.84697 -1.75160
O 1.78813 -2.00956 -1.90015
*
```

Its HOMO energy is -13.86 eV. As for the maximum force: 1.76 eV/Å. For the energy relative to the best compared isomer or geometry (same formula, charge and spin), the calculation gives 49.7 kJ/mol. The value obtained for the HOMO-LUMO gap is 11.08 eV. Its molecular weight is 124.16 g/mol. The LUMO energy comes out at -2.8 eV.


[2]
3 unconnected molecules or ions with the total composition C3H14N4O, computed with wB97M-V/def2-TZVPD.

Geometry as ORCA input:
```
! wB97M-V def2-TZVPD RIJCOSX def2/J DEFGRID3
* xyz 0 1
C 1.21969 -1.63573 1.34956
C -1.57766 -0.83198 -0.65878
C -1.31791 0.52716 1.30300
N 1.20135 -0.58172 0.42344
N -0.80416 -0.58425 0.53231
O 1.52131 -0.97432 -0.84873
H 1.39909 -1.93815 -0.94318
H 0.00156 -1.66095 1.44250
H 1.58124 -2.60074 0.97834
H 1.70472 -1.32584 2.27298
H -1.72695 0.08011 -1.25319
H -2.56810 -1.22712 -0.40148
H -1.08353 -1.58327 -1.28294
H -2.35335 0.34485 1.61995
H -1.29635 1.45962 0.72564
H -0.70020 0.66169 2.19309
N 0.76721 2.41549 -0.62670
N 0.65652 1.93207 -1.97926
H -0.32312 1.73569 -2.14932
H 1.16475 1.05896 -2.09313
H 1.53520 3.07639 -0.60909
H 0.99870 1.65204 0.00494
*
```

Its HOMO energy (alpha / beta) is -8.63 / -8.51 eV. As for the maximum force: 2.15 eV/Å. For the energy relative to the best compared isomer or geometry (same formula, charge and spin), the calculation gives 614.5 kJ/mol. The value obtained for the HOMO-LUMO gap (alpha / beta) is 9.01 / 8.78 eV. Its molecular weight is 122.17 g/mol. The LUMO energy (alpha / beta) comes out at 0.4 / 0.3 eV.


[3]
2 unconnected molecules or ions with the total composition C3H14N4OSi2, computed with wB97M-V/def2-TZVPD.

Geometry as ORCA input:
```
! wB97M-V def2-TZVPD RIJCOSX def2/J DEFGRID3
* xyz 0 1
C -1.71049 -1.40583 -2.46912
C -2.05208 -0.37254 -1.35328
C -0.19595 -1.48429 -2.37090
N 1.53303 -0.60708 -0.14440
N 0.09011 -2.86080 0.58932
N 0.44565 3.86772 3.66076
N 1.75704 2.49759 1.70287
O -1.17639 -0.52033 -0.25100
Si 0.09873 -1.52782 -0.51813
Si 0.56780 2.32325 2.90876
H -2.12557 -2.40437 -2.38680
H -2.20010 -0.95464 -3.35502
H -1.99648 0.58452 -1.81171
H -3.16727 -0.32040 -0.99170
H 0.11402 -2.40616 -2.85317
H 0.43986 -0.69978 -2.83320
H 2.22236 -0.78127 0.59618
H 1.95955 0.08261 -0.70050
H 0.35598 -3.80300 0.54234
H -0.09519 -2.86072 1.61301
H 1.06877 4.77023 3.39962
H 0.12940 4.02924 4.59478
H 1.96730 1.58725 1.30229
H 1.96991 3.26660 1.12898
*
```

Its HOMO energy is -8.02 eV. As for the maximum force: 4.36 eV/Å. For the energy relative to the best compared isomer or geometry (same formula, charge and spin), the calculation gives 0.0 kJ/mol. The value obtained for the HOMO-LUMO gap is 8.80 eV. Its molecular weight is 178.34 g/mol. The LUMO energy comes out at 0.8 eV.


[4]
3 unconnected molecules or ions with the total composition C3H14NO2, computed with wB97M-V/def2-TZVPD.

Geometry as ORCA input:
```
! wB97M-V def2-TZVPD RIJCOSX def2/J DEFGRID3
* xyz 1 1
C -0.80502 1.97297 0.39166
C -0.48750 0.85637 -0.55437
C 0.06030 1.47212 -1.79628
N -1.57032 -0.34226 -0.92766
H -1.05606 1.82079 1.42406
H -1.44519 2.63923 -0.17054
H 0.13390 2.39305 0.65498
H 0.16676 0.16705 -0.05230
H -0.78748 1.88263 -2.41135
H 0.63316 2.33312 -1.33186
H 0.74285 0.94702 -2.47519
H -1.22415 -0.73365 -1.77914
H -2.54524 0.06487 -1.16341
H -1.61540 -1.00633 -0.05860
H 2.99668 -1.81750 2.28122
H 3.08205 -2.62294 3.51469
O 2.59439 -2.58045 2.64216
H 0.23174 -2.46611 1.40512
H 0.85836 -2.65526 -0.00614
O 0.03615 -2.32473 0.41296
*
```

Its HOMO energy is -14.65 eV. As for the maximum force: 4.18 eV/Å. For the energy relative to the best compared isomer or geometry (same formula, charge and spin), the calculation gives 172.2 kJ/mol. The value obtained for the HOMO-LUMO gap is 11.42 eV. Its molecular weight is 96.15 g/mol. The LUMO energy comes out at -3.2 eV.


[5]
3 unconnected molecules or ions with the total composition C3H14NO2, computed with wB97M-V/def2-TZVPD.

Geometry as ORCA input:
```
! wB97M-V def2-TZVPD RIJCOSX def2/J DEFGRID3
* xyz 1 1
C 0.90491 -1.83420 -0.79280
C 1.52083 -0.80241 0.13590
N 0.70672 0.50536 0.21798
C -0.72553 0.37151 0.56860
H 0.02485 -2.17055 -0.38748
H 0.55044 -1.20546 -1.67686
H 1.37340 -2.76505 -1.24193
H 1.64385 -1.13917 1.09248
H 2.53452 -0.60126 -0.26671
H 0.79677 0.80312 -0.75078
H 1.02885 1.16789 0.94621
H -1.12703 -0.54964 1.08891
H -1.34514 0.55512 -0.30770
H -1.09709 1.24191 1.20004
H 1.50044 2.96457 -2.28453
H 1.35636 1.68198 -3.07233
O 1.21255 2.03384 -2.20347
H -4.07308 -0.18469 3.14588
H -3.54763 -0.15585 1.84347
O -3.23901 0.08298 2.74512
*
```

Its HOMO energy is -14.65 eV. As for the maximum force: 3.27 eV/Å. For the energy relative to the best compared isomer or geometry (same formula, charge and spin), the calculation gives 182.3 kJ/mol. The value obtained for the HOMO-LUMO gap is 11.66 eV. Its molecular weight is 96.15 g/mol. The LUMO energy comes out at -3.0 eV.


[6]
3 unconnected molecules or ions with the total composition C3H14NO2S2, computed with wB97M-V/def2-TZVPD.

Geometry as ORCA input:
```
! wB97M-V def2-TZVPD RIJCOSX def2/J DEFGRID3
* xyz 1 1
N 1.06567 1.36948 1.83618
C 1.05295 1.40534 0.31346
C 1.25320 0.00423 -0.12058
S -0.11913 -1.14760 0.41257
S -1.53639 -0.24458 -0.70320
C -1.78834 -1.16483 -2.18837
H 0.22982 0.82643 2.20276
H 1.07255 2.31665 2.21536
H 1.88480 0.81992 2.13998
H 1.72746 2.21956 -0.01544
H 0.12615 1.94870 0.00864
H 1.15516 0.03260 -1.20108
H 2.24130 -0.38937 0.13050
H -2.79059 -1.63513 -2.20265
H -0.99680 -1.94006 -2.18467
H -1.54724 -0.78347 -3.17653
H -2.31837 1.33779 2.40827
H -1.91813 -0.04694 2.81656
O -1.57445 0.85639 2.79024
H 3.43010 0.50390 -2.68192
H 3.09998 -0.90899 -2.36478
O 2.82727 -0.00078 -2.11687
*
```

Its HOMO energy is -12.32 eV. As for the maximum force: 2.66 eV/Å. For the energy relative to the best compared isomer or geometry (same formula, charge and spin), the calculation gives 112.8 kJ/mol. The value obtained for the HOMO-LUMO gap is 9.35 eV. Its molecular weight is 160.28 g/mol. The LUMO energy comes out at -3.0 eV.


[7]
3 unconnected molecules or ions with the total composition C3H14NO2S2, computed with wB97M-V/def2-TZVPD.

Geometry as ORCA input:
```
! wB97M-V def2-TZVPD RIJCOSX def2/J DEFGRID3
* xyz 1 1
N -1.97175 1.59858 0.94357
C -0.58761 1.35228 1.25348
C -0.33301 -0.17804 1.17583
S -0.60832 -0.83310 -0.50142
S 0.27985 0.26540 -1.93036
C 2.12374 -0.06033 -2.05519
H -2.11269 2.32357 0.18297
H -2.48151 1.70476 1.87992
H -2.42694 0.75256 0.49007
H -0.23261 1.70503 2.24207
H 0.05581 2.00919 0.57997
H 0.60546 -0.44096 1.43664
H -1.05539 -0.75846 1.84734
H 2.41284 -0.72569 -1.28582
H 2.66664 0.80521 -2.03084
H 2.26140 -0.70906 -3.01379
H -4.86869 0.73728 0.60957
H -4.64723 1.69924 -0.74097
O -4.36314 1.36510 0.10804
H 5.59929 -3.54960 -0.39820
H 4.94509 -5.01452 -0.22740
O 4.73878 -4.04843 -0.56549
*
```

Its HOMO energy is -12.21 eV. As for the maximum force: 4.91 eV/Å. For the energy relative to the best compared isomer or geometry (same formula, charge and spin), the calculation gives 191.8 kJ/mol. The value obtained for the HOMO-LUMO gap is 8.86 eV. Its molecular weight is 160.28 g/mol. The LUMO energy comes out at -3.3 eV.


[8]
3 unconnected molecules or ions with the total composition C3H14NO3, computed with wB97M-V/def2-TZVPD.

Geometry as ORCA input:
```
! wB97M-V def2-TZVPD RIJCOSX def2/J DEFGRID3
* xyz 0 2
O -1.02052 0.54344 1.80047
C -1.09393 1.03817 0.45384
C 0.32284 1.05084 -0.08267
N 0.90204 -0.31383 -0.37186
C 2.07204 -0.24860 -1.25702
H -1.78036 0.79455 2.26308
H -1.74723 0.44993 -0.15159
H -1.43673 2.07928 0.41789
H 0.91767 1.51541 0.69718
H 0.46430 1.57133 -0.98695
H 0.15253 -0.95072 -0.65917
H 1.17986 -0.70139 0.50679
H 2.50296 -1.23985 -1.40942
H 2.79475 0.40076 -0.75146
H 1.79541 0.23489 -2.17165
H -0.17896 -0.92797 2.07348
H 0.60913 -2.02979 2.78343
O 0.35256 -1.71946 1.92108
H -1.93825 0.65552 -2.53801
H -1.57223 -0.82476 -2.65473
O -1.22636 0.01821 -2.30186
*
```

Its HOMO energy (alpha / beta) is -2.50 / -10.86 eV. As for the maximum force: 2.28 eV/Å. For the energy relative to the best compared isomer or geometry (same formula, charge and spin), the calculation gives 168.8 kJ/mol. The value obtained for the HOMO-LUMO gap (alpha / beta) is 3.01 / 11.21 eV. Its molecular weight is 112.15 g/mol. The LUMO energy (alpha / beta) comes out at 0.5 / 0.4 eV.


[9]
4 unconnected molecules or ions with the total composition C3H14NO3S, computed with wB97M-V/def2-TZVPD.

Geometry as ORCA input:
```
! wB97M-V def2-TZVPD RIJCOSX def2/J DEFGRID3
* xyz -1 1
C -0.91191 -1.02065 0.65820
C 0.52652 -0.75812 0.19372
C 0.76903 -1.26858 -1.20459
S -0.10905 -0.39715 -2.54217
N 0.88743 0.64047 0.40645
H -1.34110 -0.08322 1.03379
H -1.02965 -1.84298 1.36026
H -1.59151 -1.33463 -0.13998
H 1.20525 -1.37286 0.83408
H 1.85650 -1.27487 -1.44091
H 0.35652 -2.26887 -1.28238
H 1.88838 0.74097 0.27452
H 0.41918 1.21028 -0.28756
H 2.19031 2.08068 -1.71029
H 0.97692 2.84052 -1.29862
O 1.90843 2.97937 -1.49272
H -3.17387 0.07273 -0.19201
H -2.90896 1.14863 -1.18234
O -3.63250 0.78176 -0.65145
H 0.95903 0.29609 2.54434
H -0.07499 -0.73013 2.94429
O 0.83003 -0.43944 3.17538
*
```

Its HOMO energy is -3.13 eV. As for the maximum force: 1.27 eV/Å. For the energy relative to the best compared isomer or geometry (same formula, charge and spin), the calculation gives 95.6 kJ/mol. The value obtained for the HOMO-LUMO gap is 6.71 eV. Its molecular weight is 144.22 g/mol. The LUMO energy comes out at 3.6 eV.


[10]
4 unconnected molecules or ions with the total composition C3H14NO5, computed with wB97M-V/def2-TZVPD.

Geometry as ORCA input:
```
! wB97M-V def2-TZVPD RIJCOSX def2/J DEFGRID3
* xyz -1 1
C -0.51460 0.31716 1.06360
O -0.20469 1.48900 0.52317
C -0.05923 -0.91722 0.06555
C 1.43316 -0.73651 -0.32574
O 1.72009 -1.80315 -1.25165
N -0.22698 -2.21066 0.73700
H -1.59861 0.00433 1.27424
H 0.10288 0.17203 1.96670
H -0.64005 -0.64472 -0.85011
H 1.48204 0.26215 -0.80458
H 2.08871 -0.93060 0.51280
H 2.47409 -1.42335 -1.83436
H 0.46987 -2.91644 0.45747
H -0.15571 -2.16568 1.71258
H -2.03698 -2.82064 -0.13676
H -3.07994 -1.70932 -0.38670
O -2.89401 -2.68401 -0.51746
H 1.04330 2.45641 1.30655
H 2.29180 2.73042 0.45792
O 1.84664 3.05481 1.28951
H -1.35833 3.29356 -0.68040
H -0.40657 2.43017 -1.19191
O -0.99848 3.03782 -1.51643
*
```

Its HOMO energy is -4.14 eV. As for the maximum force: 4.03 eV/Å. For the energy relative to the best compared isomer or geometry (same formula, charge and spin), the calculation gives 77.2 kJ/mol. The value obtained for the HOMO-LUMO gap is 7.42 eV. Its molecular weight is 144.15 g/mol. The LUMO energy comes out at 3.3 eV.


[11]
A molecular structure, C3H14O2Si3, computed with wB97M-V/def2-TZVPD.

Geometry as ORCA input:
```
! wB97M-V def2-TZVPD RIJCOSX def2/J DEFGRID3
* xyz 0 1
C 0.29888 1.16870 -0.10257
C 1.03480 -1.08361 1.91120
C 1.47627 -1.34509 -1.43343
O -3.00690 -0.98590 -0.10973
O -3.87652 1.11312 -2.13586
Si -4.02215 0.95085 -0.63144
Si -1.73290 -1.78244 0.09564
Si 0.37636 -0.73159 0.03777
H 0.33143 1.83232 0.75075
H 1.14568 1.46597 -0.65886
H -0.60728 1.52404 -0.68296
H 0.24674 -1.54027 2.44624
H 1.85451 -1.82915 1.93788
H 1.40888 -0.22985 2.32899
H 2.41616 -1.43502 -1.08230
H 1.21887 -2.28240 -1.93735
H 1.21722 -0.68732 -2.35322
H 5.01847 3.02987 0.55799
H -5.44293 0.87382 -0.09894
H 5.52643 3.54157 0.24240
H -3.04335 1.55282 0.32243
H -1.83866 -3.12043 0.59538
*
```

Its HOMO energy is -8.87 eV. As for the maximum force: 5.43 eV/Å. For the energy relative to the best compared isomer or geometry (same formula, charge and spin), the calculation gives 378.9 kJ/mol. The value obtained for the HOMO-LUMO gap is 7.70 eV. Its molecular weight is 166.40 g/mol. The LUMO energy comes out at -1.2 eV.


[12]
4 unconnected molecules or ions with the total composition C3H14O3, computed with wB97M-V/def2-TZVPD.

Geometry as ORCA input:
```
! wB97M-V def2-TZVPD RIJCOSX def2/J DEFGRID3
* xyz 0 1
C -1.77724 1.35104 -0.11837
C -1.95306 -0.14939 -0.31064
C -1.54143 -1.00817 0.88739
H -2.45518 1.70317 0.66727
H -2.06914 1.91466 -1.00734
H -0.76485 1.67042 0.12138
H -1.37733 -0.42957 -1.20048
H -3.00324 -0.36562 -0.50756
H -1.59661 -2.06475 0.63342
H -0.53287 -0.76212 1.21862
H -2.23253 -0.81347 1.70701
O 2.13782 -1.62983 -0.93742
H 2.07493 -1.49780 0.01429
H 1.24513 -1.75437 -1.23976
O 2.47169 1.18336 -1.17078
H 2.37267 0.23057 -1.29806
H 3.29722 1.46864 -1.54977
O 2.14454 0.01002 1.42275
H 1.98566 0.47993 0.61173
H 1.57383 0.46329 2.05633
*
```

Its HOMO energy is -11.43 eV. As for the maximum force: 1.18 eV/Å. For the energy relative to the best compared isomer or geometry (same formula, charge and spin), the calculation gives 1.4 kJ/mol. The value obtained for the HOMO-LUMO gap is 12.15 eV. Its molecular weight is 98.14 g/mol. The LUMO energy comes out at 0.7 eV. Its SMILES is CCC.O.O.O.